50
Properties=species:S:1:pos:R:3:forces:R:3:lowdin_charge:R:1 method="wB97M-V/def2-TZVPD" charge=-1 homo_lumo_gap_ev=8.1981 relative_energy_ev=2.705 e_homo_ev=-5.8 multiplicity=1 energy_ha=-1298.8950 fmax_ev_per_a=1.8
O 0.276310 -2.108983 -3.418736 -0.59 -0.90 -0.27 -0.09
H 1.126349 -1.671626 -3.518114 -0.17 0.44 0.64 0.00
H -0.126191 -1.890122 -2.562379 0.59 0.45 -0.56 0.00
O 1.907853 0.180560 0.050017 0.20 0.05 0.33 -0.10
H 1.883664 -3.262024 1.503321 -0.42 -0.97 -0.41 0.03
H 2.269601 0.745502 -0.659148 -0.34 0.05 -0.20 0.02
O -4.499221 -1.790701 0.333363 -0.64 -0.01 0.78 -0.05
H -4.824843 -1.427124 1.169918 0.16 0.42 -0.08 0.05
H -4.760483 -2.708815 0.467514 -0.26 0.11 -0.34 0.03
O -2.838066 2.932543 -3.427709 -0.24 -0.65 0.80 -0.05
H -3.442184 3.655058 -3.589332 0.29 0.21 -0.62 0.03
H -2.135921 2.837976 -4.069978 -0.28 0.48 -0.41 0.03
O -1.238148 -0.086631 -1.849436 0.00 -0.29 0.53 -0.07
H -0.583003 -1.091546 4.294042 0.09 0.12 -0.09 0.06
O 1.673462 0.474790 -2.541646 -0.45 0.56 -0.34 -0.41
H -1.436053 -1.891563 0.231397 0.16 -0.11 -0.11 0.04
H 0.865804 1.262048 1.339634 0.27 -0.23 -0.07 0.00
O 5.349825 1.157330 -0.429052 0.44 -0.83 -0.53 -0.05
H 0.567348 4.601518 -0.360055 0.01 -0.18 -0.11 0.01
H 5.411723 2.042485 -0.788247 -0.32 0.22 0.47 0.04
O 3.825880 2.150581 3.505422 0.61 -0.16 -0.01 -0.06
H 3.211806 2.712809 3.978621 -0.35 -0.09 -0.19 0.03
H -0.331328 0.112841 -1.567131 0.21 -0.02 -0.20 -0.01
O 1.199325 4.725309 0.354844 -0.02 0.13 0.07 -0.07
H 4.968794 1.135992 0.448892 -0.18 0.55 0.02 0.03
H 1.800194 -0.621303 -0.480753 0.05 -0.10 0.22 0.02
O 1.019602 -3.202668 1.910766 -0.22 1.42 1.15 -0.07
H 0.356132 -3.888809 1.834547 0.69 -0.34 -0.74 0.02
H 1.143572 3.899966 0.854865 0.10 -0.04 0.08 -0.01
O 3.463166 -1.391159 -2.167883 -0.02 -0.78 -0.27 -0.12
H 4.183901 -0.840460 -1.860764 0.01 0.32 0.05 0.00
H -1.111684 0.024378 5.235944 0.20 -0.07 -0.19 0.05
O -1.351823 -0.794845 4.791192 -0.12 0.14 0.25 -0.05
H -3.129960 -1.121545 3.987357 0.61 -0.41 -0.14 0.00
H -0.072127 2.306137 0.876943 -0.23 0.00 0.19 0.02
O -0.459363 2.796885 -1.825773 0.57 -0.14 -0.27 -0.07
H 0.099603 2.038134 -2.097688 0.25 0.09 0.39 0.00
H -1.271460 0.337639 -2.710507 -0.09 -0.12 -0.09 0.03
O -3.372861 -4.039184 -0.974244 -0.42 -1.65 -0.72 -0.05
H -2.884749 -3.433554 -1.533925 -0.09 0.56 0.61 0.04
H -3.644897 -3.677901 -0.136010 1.04 0.62 -0.24 -0.02
O -1.765734 -2.331549 1.023604 0.08 0.13 0.23 -0.06
H -0.467891 3.335490 -2.623361 -0.15 0.15 0.20 0.02
H 3.327952 1.522420 2.972783 -0.32 0.22 0.11 0.03
O 0.406063 2.047075 1.678718 -0.07 0.13 -0.39 -0.08
H 2.797468 -0.776515 -2.578631 0.15 0.52 0.54 -0.04
H -2.363415 -1.662134 1.370142 -0.15 0.03 -0.08 0.01
O -3.638901 -1.900686 3.738004 -1.28 -0.04 -0.10 -0.07
H -3.144587 -2.461190 3.139905 0.53 0.17 0.08 0.01
H 1.759498 1.037174 -3.321254 0.09 -0.16 0.05 -0.06


52
Properties=species:S:1:pos:R:3:forces:R:3:lowdin_charge:R:1 method="wB97M-V/def2-TZVPD" homo_lumo_gap_ev=7.2938 relative_energy_ev=0.000 e_homo_ev=-7.3 multiplicity=1 energy_ha=-1602.7052 fmax_ev_per_a=17.1
C -4.333825 -2.967788 1.936397 -6.30 1.49 -7.32 -0.03
C -4.050407 -1.497634 1.556531 -7.04 -0.52 0.44 -0.33
H -4.637459 -1.111437 0.656388 -0.18 -1.00 1.29 0.14
H -4.453585 -0.913993 2.391748 1.21 0.59 0.10 0.12
O -2.816048 -1.334055 1.171155 0.14 2.01 12.48 -0.11
P -2.299736 -1.475917 -0.097788 7.10 0.72 -8.01 0.22
O -3.310646 -1.293992 -1.063954 -3.17 1.35 -4.56 -0.19
O -1.727246 -2.872307 -0.206507 1.71 -2.03 1.90 -0.15
C -1.625978 -3.591161 -1.394263 5.98 -2.40 2.07 -0.27
C -0.398945 -3.130247 -2.163452 -4.74 4.12 -2.88 -0.06
H -0.746577 -1.881396 -2.473814 1.71 -3.59 0.89 0.17
H -0.390976 -3.630982 -3.119626 0.18 -0.22 -0.35 0.06
H 0.497548 -3.212363 -1.681080 2.09 0.11 1.43 0.02
H -2.494167 -3.468376 -1.818489 -4.45 0.24 -3.18 0.05
H -1.400549 -4.667865 -1.125237 -0.81 1.00 -0.04 0.15
C -0.871164 -0.368057 0.041741 1.50 -6.42 -1.32 -0.17
C -0.607350 0.872632 0.016262 -4.82 9.05 -0.65 -0.27
N -1.540716 2.024477 -0.041237 8.95 1.26 -1.58 -0.05
C -0.965706 3.500896 0.245990 -12.01 -3.31 2.62 0.00
H -0.038480 3.560350 0.211498 8.37 0.58 -1.44 0.02
C -1.931491 4.441968 -0.535317 1.45 4.35 9.00 -0.21
H -1.770477 5.542029 0.080092 0.63 -2.46 -2.58 0.20
O -3.271076 4.374769 -0.191263 -0.72 -2.97 -0.61 -0.12
C -3.728617 3.038518 -0.530739 3.28 0.12 -5.12 -0.16
H -4.740415 3.090114 -0.763661 -2.38 -0.67 1.74 0.10
C -2.844100 1.888021 0.017903 -7.41 -2.79 1.89 -0.25
H -3.188470 0.724145 -0.414137 0.52 3.80 1.08 0.18
H -3.168337 2.034795 1.059847 -0.16 -1.23 0.92 0.12
H -3.552434 2.865890 -1.672280 0.63 0.88 0.88 0.14
H -1.614366 4.349044 -1.446842 0.67 0.18 -5.97 0.06
H -1.225318 3.623919 1.340545 0.23 0.08 -0.80 0.14
O 0.647621 1.273366 -0.095806 1.66 -0.94 1.21 0.16
C 1.323091 0.110493 0.035918 -5.64 -5.89 -1.76 -0.20
N 0.420488 -1.030612 -0.074328 2.49 5.39 1.60 0.18
C 2.695267 -0.095577 0.074066 -2.59 16.24 -0.12 -0.20
C 3.574213 1.309169 0.146725 1.87 -8.85 -1.44 0.13
C 4.936541 1.005074 -0.011699 -1.75 1.28 3.90 -0.02
C 5.508162 -0.237218 0.439032 -5.18 -2.40 -4.90 -0.30
C 4.684918 -1.355833 0.151781 -2.11 3.71 2.81 0.07
C 3.219161 -1.161421 0.180412 8.42 -14.85 0.44 -0.09
H 2.786319 -2.241577 0.221436 -0.28 2.51 -0.18 0.17
H 5.047452 -2.291169 0.387102 0.83 -2.08 -0.09 0.08
O 6.751742 -0.523733 0.250298 4.00 -0.86 0.84 -0.09
C 7.670260 0.483092 0.288581 3.96 3.56 -1.96 -0.15
H 7.513039 1.310965 -0.703013 0.60 -2.51 2.71 0.16
H 8.880658 0.142357 0.283113 -3.73 0.30 -0.32 0.15
H 7.634667 1.125573 1.197688 -0.38 -0.44 -0.44 0.08
H 5.635424 1.751785 0.228035 0.63 1.80 -0.75 0.07
H 3.100640 2.175670 -0.004466 -1.48 3.27 -0.42 0.05
H -5.551987 -3.103094 2.160517 3.56 0.23 -0.34 0.15
H -3.716040 -3.216938 2.628398 3.57 -2.06 4.73 -0.01
H -4.090531 -3.506412 0.922605 -0.60 0.28 2.16 0.11